Record 1
Density functional theory data (wB97M-V/def2-TZVPD) for a cluster of 8 separate species, C18H36BF2NO37S9 in total in a non-equilibrium geometry.

Output
HOMO-LUMO gap in hartree: 0.2296

Atoms and positions in Å:
O -4.507 -1.053 2.741
C -5.267 -0.540 1.762
F -5.573 -1.264 0.482
C -5.946 0.983 1.893
N -5.520 1.728 0.647
B -4.267 2.559 0.850
O -4.133 3.715 1.783
O -3.024 2.191 0.089
S -6.823 2.626 -0.091
O -6.809 4.098 0.392
O -6.528 2.659 -1.642
F -8.377 1.894 0.062
H -7.099 0.797 1.992
H -5.611 1.535 2.883
H -4.360 3.418 2.717
H -2.876 1.206 0.215
C -2.482 6.035 -1.674
C -2.514 6.878 -0.402
O -1.381 6.456 0.354
S -0.192 6.016 -0.673
O 0.714 7.133 -0.818
O 0.247 4.686 -0.320
O -1.103 5.921 -2.022
H -2.870 5.028 -1.489
H -3.044 6.497 -2.490
H -3.434 6.735 0.169
H -2.389 7.942 -0.631
C 2.624 1.696 -0.765
C 1.459 1.912 0.197
O 0.698 0.708 0.138
S 1.706 -0.543 -0.143
O 2.011 -1.169 1.124
O 1.216 -1.278 -1.286
O 3.003 0.330 -0.604
H 2.310 1.843 -1.803
H 3.468 2.355 -0.545
H 0.844 2.771 -0.079
H 1.815 2.036 1.226
C -4.989 -2.102 7.223
C -5.872 -1.759 6.026
O -6.688 -0.674 6.463
S -5.846 0.225 7.532
O -5.275 1.350 6.825
O -6.638 0.369 8.731
O -4.656 -0.851 7.822
H -5.539 -2.696 7.960
H -4.083 -2.637 6.928
H -6.490 -2.602 5.709
H -5.271 -1.410 5.180
C 0.226 3.700 -6.285
C 0.671 2.697 -5.224
O 1.196 3.488 -4.160
S 0.383 4.901 -4.100
O -0.645 4.788 -3.089
O 1.342 5.981 -4.129
O -0.328 4.798 -5.563
H 1.080 4.068 -6.863
H -0.518 3.277 -6.966
H 1.427 2.003 -5.598
H -0.182 2.131 -4.835
C -4.016 -3.535 -1.021
C -3.386 -4.920 -0.904
O -4.474 -5.835 -1.017
S -5.605 -5.195 -2.002
O -5.415 -5.745 -3.326
O -6.876 -5.218 -1.315
O -5.043 -3.664 -2.002
H -4.482 -3.233 -0.078
H -3.291 -2.776 -1.326
H -2.861 -5.061 0.043
H -2.697 -5.111 -1.734
C 4.718 -3.784 -1.454
C 4.686 -2.940 -0.182
O 5.819 -3.362 0.574
S 7.008 -3.802 -0.452
O 7.914 -2.685 -0.598
O 7.447 -5.132 -0.100
O 6.097 -3.897 -1.801
H 4.330 -4.790 -1.269
H 4.156 -3.322 -2.269
H 3.766 -3.083 0.390
H 4.811 -1.877 -0.411
C 5.049 -9.581 -0.229
C 4.689 -9.128 -1.642
O 4.222 -7.789 -1.496
S 5.014 -7.083 -0.257
O 6.108 -6.310 -0.803
O 4.038 -6.532 0.654
O 5.631 -8.441 0.401
H 4.153 -9.862 0.335
H 5.753 -10.417 -0.230
H 3.921 -9.757 -2.098
H 5.575 -9.109 -2.286
C 7.084 5.346 0.866
C 7.714 3.960 0.983
O 6.626 3.045 0.870
S 5.495 3.686 -0.115
O 5.685 3.135 -1.438
O 4.224 3.663 0.572
O 6.057 5.216 -0.115
H 6.618 5.648 1.810
H 7.809 6.105 0.561
H 8.239 3.820 1.931
H 8.403 3.769 0.154

Löwdin population analysis, charges in e, atoms 1 to 4: 0.021, -0.111, -0.012, -0.072



Record 2
Density functional theory data (wB97M-V/def2-TZVPD) for a structure of composition C16H36As2F12O4PRbS in a non-equilibrium geometry.

Output
<S²>: 0.7628
HOMO-LUMO gap (spin up / spin down) in hartree: 0.3459 / 0.2505
Net charge: -1
Spin multiplicity: 2

Atoms and positions in Å:
Rb 20.253 34.495 -40.525
S 22.745 36.615 -40.358
O 22.859 35.158 -40.431
O 21.287 36.981 -40.257
O 23.464 37.084 -39.206
O 23.323 37.277 -41.489
C 21.565 39.800 -47.437
C 22.794 39.364 -46.645
C 22.331 38.271 -45.570
C 23.491 37.760 -44.592
P 23.702 35.919 -44.361
C 24.117 35.205 -46.088
C 25.356 35.856 -46.875
C 25.732 35.219 -48.197
C 26.922 35.945 -48.843
C 22.064 35.078 -43.890
C 20.835 35.481 -44.734
C 19.622 34.934 -44.046
C 18.362 35.334 -44.902
C 25.166 35.455 -43.358
C 25.549 33.915 -43.381
C 26.725 33.713 -42.585
C 27.012 32.247 -42.557
H 21.726 40.407 -48.328
H 20.791 40.164 -46.762
H 21.141 38.907 -47.897
H 23.256 40.228 -46.168
H 23.571 38.947 -47.286
H 21.929 37.467 -46.186
H 21.583 38.698 -44.902
H 23.369 38.232 -43.617
H 24.528 37.894 -44.901
H 23.204 35.158 -46.682
H 24.298 34.154 -45.861
H 26.257 35.905 -46.263
H 25.149 36.904 -47.090
H 24.843 35.357 -48.812
H 25.881 34.139 -48.195
H 27.787 35.986 -48.181
H 26.715 37.000 -49.022
H 27.227 35.317 -49.679
H 22.046 35.335 -42.830
H 22.146 33.995 -43.795
H 21.074 35.166 -45.750
H 20.776 36.565 -44.637
H 19.378 35.245 -43.030
H 19.616 33.847 -43.966
H 17.471 34.981 -44.381
H 18.281 34.729 -45.805
H 18.300 36.351 -45.288
H 24.923 35.667 -42.317
H 26.034 36.060 -43.621
H 25.849 33.632 -44.390
H 24.745 33.202 -43.198
H 26.714 34.166 -41.594
H 27.590 34.175 -43.061
H 26.172 31.689 -42.144
H 27.710 32.039 -41.746
H 27.260 31.768 -43.504
As 20.363 35.043 -36.457
F 21.355 34.035 -37.572
F 21.226 34.377 -35.011
F 19.337 36.086 -35.382
F 19.521 35.675 -37.967
F 19.250 33.683 -36.300
F 21.580 36.387 -36.498
As 16.030 34.012 -40.962
F 15.299 33.873 -42.617
F 16.295 35.808 -41.190
F 16.732 34.255 -39.312
F 15.812 32.252 -40.646
F 17.653 33.767 -41.628
F 14.437 34.402 -40.232

Löwdin population analysis, charges in e, atoms 1 to 4: 1.024, 0.166, -0.475, -0.312



Record 3
Density functional theory data (wB97M-V/def2-TZVPD) for a structure of composition C14H25F5N3O4PSi2 in a non-equilibrium geometry.

Output
HOMO-LUMO gap in hartree: 0.3020

Atoms and positions in Å:
N 5.901 -2.284 2.834
P 4.767 -0.953 3.035
O 5.520 0.496 2.416
Si 2.895 -1.312 1.853
O 3.006 -0.764 0.216
Si 4.482 -1.271 -0.553
C 1.504 -0.396 2.806
F 1.617 -0.711 4.202
F 1.792 1.032 2.671
C 0.034 -0.598 2.246
C -1.034 0.484 2.656
C -2.521 0.437 2.249
C -2.982 -0.765 1.357
C -1.970 -1.871 0.915
C -2.469 -3.117 0.033
F -3.560 -2.652 -0.758
F -2.969 -4.091 0.961
F -1.390 -3.606 -0.738
C -0.469 -1.762 1.374
H 5.803 -2.770 1.930
H 5.736 -2.979 3.575
H 4.862 1.194 2.651
H 2.590 -2.760 1.965
H 4.310 -1.373 -2.018
H 5.497 -0.235 -0.277
H 4.975 -2.579 -0.084
H -0.707 1.351 3.335
H -3.221 1.252 2.627
H -4.087 -0.849 1.051
H 0.234 -2.600 1.065
C 3.179 2.753 -2.493
C 4.678 2.622 -2.454
O 5.234 1.696 -1.879
N 5.422 3.573 -3.084
C 4.962 4.735 -3.813
H 2.731 1.921 -1.948
H 2.870 3.685 -2.015
H 2.825 2.720 -3.526
H 6.417 3.414 -3.012
H 5.338 4.667 -4.837
H 5.382 5.625 -3.338
H 3.877 4.810 -3.829
C -6.833 0.740 -1.259
C -6.594 -0.426 -0.340
O -5.545 -0.561 0.281
N -7.581 -1.349 -0.205
C -8.880 -1.374 -0.842
H -5.954 1.385 -1.259
H -7.002 0.387 -2.279
H -7.689 1.323 -0.913
H -7.344 -2.100 0.428
H -9.645 -1.371 -0.062
H -8.962 -2.299 -1.417
H -9.033 -0.522 -1.502

Löwdin population analysis, charges in e, atoms 1 to 4: -0.237, 0.709, -0.397, 0.434



Record 4
Density functional theory data (wB97M-V/def2-TZVPD) for a cluster of 8 separate species, C30H60Br2O21 in total in a non-equilibrium geometry.

Output
HOMO-LUMO gap in hartree: 0.3790
SMILES: CCOC(=O)OC.CCOC(=O)OC.CCOC(=O)OC.CCOC(=O)OC.CCOC(=O)OC.CCOC(=O)OC.CCOC(=O)OC.BrCCBr

Atoms and positions in Å:
C 3.507 -5.347 3.334
C 2.982 -3.963 3.763
O 1.623 -3.839 3.224
C 1.604 -3.304 1.949
O 2.464 -2.733 1.387
O 0.385 -3.491 1.572
C 0.033 -2.911 0.284
H 3.549 -5.531 2.283
H 2.749 -6.057 3.651
H 4.450 -5.681 3.789
H 3.648 -3.136 3.455
H 2.872 -3.919 4.826
H 0.869 -2.974 -0.400
H -0.357 -1.940 0.421
H -0.719 -3.561 -0.123
C -3.096 0.328 2.970
C -3.908 1.587 2.768
O -3.913 1.951 1.274
C -4.722 2.949 1.101
O -5.284 3.569 1.974
O -4.822 3.239 -0.271
C -5.602 4.366 -0.619
H -2.986 0.221 4.024
H -2.134 0.395 2.543
H -3.656 -0.600 2.615
H -3.613 2.449 3.411
H -4.957 1.327 3.029
H -6.633 4.128 -0.652
H -5.263 4.575 -1.664
H -5.397 5.194 0.006
C -2.792 -4.713 -3.604
C -3.295 -3.298 -3.240
O -2.060 -2.517 -3.141
C -2.023 -1.305 -2.611
O -1.065 -0.614 -2.532
O -3.306 -0.938 -2.220
C -3.432 0.221 -1.400
H -3.109 -4.945 -4.539
H -2.970 -5.561 -2.927
H -1.687 -4.665 -3.579
H -3.863 -3.123 -2.326
H -3.916 -2.840 -4.059
H -3.132 1.128 -1.905
H -2.843 0.120 -0.497
H -4.466 0.307 -1.153
C 0.880 5.305 2.963
C 2.402 5.100 2.929
O 2.726 3.968 2.092
C 3.957 3.453 2.056
O 4.182 2.421 1.472
O 4.834 4.304 2.648
C 6.165 3.834 2.581
H 0.260 4.436 3.323
H 0.433 5.754 2.025
H 0.804 6.090 3.695
H 2.647 4.897 3.916
H 2.799 6.086 2.569
H 6.563 3.850 1.541
H 6.205 2.738 3.054
H 6.679 4.448 3.336
C 4.124 -3.420 -1.161
C 3.075 -4.134 -2.010
O 2.816 -3.280 -3.105
C 3.626 -3.196 -4.172
O 4.779 -3.468 -4.177
O 2.971 -2.728 -5.256
C 1.557 -2.337 -5.034
H 3.789 -2.479 -0.644
H 5.035 -3.306 -1.795
H 4.378 -4.066 -0.292
H 2.046 -4.328 -1.666
H 3.497 -5.125 -2.213
H 0.956 -3.216 -4.922
H 1.297 -1.658 -5.859
H 1.503 -1.647 -4.224
C -1.256 2.306 -5.627
C -2.262 2.719 -4.630
O -3.382 1.814 -4.809
C -4.546 1.971 -4.231
O -4.871 2.903 -3.514
O -5.221 0.858 -4.515
C -6.523 0.773 -4.050
H -0.487 2.998 -5.854
H -1.760 2.245 -6.593
H -0.839 1.303 -5.366
H -2.565 3.764 -4.746
H -1.987 2.723 -3.558
H -6.586 1.199 -3.083
H -6.671 -0.315 -3.958
H -7.251 1.188 -4.753
C -0.400 -0.707 4.653
C 0.327 0.528 5.177
O 1.657 0.434 4.706
C 2.525 1.472 4.697
O 2.286 2.592 5.082
O 3.742 1.254 4.211
C 4.105 0.055 3.477
H -1.407 -0.717 5.036
H 0.058 -1.682 4.886
H -0.476 -0.590 3.557
H 0.214 0.670 6.225
H -0.116 1.427 4.651
H 4.987 -0.271 3.981
H 4.297 0.393 2.439
H 3.319 -0.700 3.516
Br 0.468 0.680 0.954
C 1.641 1.214 -0.477
C 1.985 -0.078 -1.219
Br 3.022 0.383 -2.784
H 2.536 1.653 -0.073
H 1.134 1.936 -1.097
H 1.067 -0.477 -1.566
H 2.533 -0.764 -0.612

Löwdin population analysis, charges in e, atoms 1 to 4: -0.057, -0.184, 0.003, -0.639